*1*
Below is 11 unconnected molecules or ions with the total composition C38H107N9O11, with properties calculated with ωB97M-V/def2-TZVPD.

Summary:
* HOMO energy: -0.3278 hartree
* LUMO energy: 0.4 eV
* HOMO-LUMO gap: 9.34 eV
* multiplicity: 1

Geometry (Å):
C 7.039 1.221 -1.176
O 5.698 1.717 -1.459
H 7.562 1.287 -2.130
H 7.575 1.776 -0.406
H 6.933 0.213 -0.776
H 5.748 2.449 -2.078
C -0.049 -0.899 -0.391
O -0.163 0.413 -0.889
H -0.100 -0.954 0.696
H -0.858 -1.510 -0.792
H 0.974 -1.101 -0.711
H 0.618 0.918 -0.652
C -4.452 -12.302 0.383
C -3.851 -10.903 0.474
C -3.153 -10.379 -0.752
O -2.283 -9.267 -0.436
C -1.534 -8.769 -1.523
N -4.973 -10.072 0.916
H -5.336 -12.367 -0.252
H -4.674 -12.746 1.353
H -3.703 -12.866 -0.173
H -3.095 -10.951 1.258
H -3.908 -10.141 -1.502
H -2.604 -11.178 -1.250
H -1.105 -7.888 -1.046
H -2.117 -8.465 -2.393
H -0.784 -9.529 -1.741
H -5.110 -9.277 0.309
H -5.822 -10.617 0.970
C 0.159 9.194 7.521
C 0.190 7.771 6.964
C 1.308 7.571 5.961
O 1.253 6.283 5.314
C 2.478 6.061 4.655
N 0.412 6.884 8.141
H 0.105 9.924 6.713
H 1.023 9.513 8.104
H -0.700 9.135 8.188
H -0.811 7.674 6.544
H 2.132 7.631 6.673
H 1.472 8.453 5.343
H 2.644 6.787 3.860
H 2.485 5.005 4.382
H 3.251 6.308 5.383
H 0.156 5.948 7.858
H 1.387 6.904 8.401
C -4.374 -2.804 6.376
C -5.242 -1.573 6.782
C -4.908 -0.961 8.189
O -5.438 0.320 8.401
C -5.219 0.765 9.690
N -4.985 -0.534 5.788
H -4.620 -3.076 5.349
H -4.621 -3.611 7.065
H -3.313 -2.564 6.432
H -6.249 -1.990 6.750
H -3.841 -0.800 8.038
H -5.270 -1.624 8.975
H -5.954 1.520 9.969
H -4.340 1.409 9.716
H -5.236 0.043 10.506
H -4.066 -0.687 5.398
H -4.846 0.299 6.342
C -4.448 5.765 0.198
C -5.437 5.465 -0.956
C -5.100 5.969 -2.391
O -5.105 7.393 -2.512
C -6.451 7.891 -2.674
N -5.479 4.009 -0.932
H -4.241 6.831 0.298
H -3.427 5.468 -0.042
H -4.765 5.260 1.110
H -6.375 5.828 -0.537
H -5.569 5.418 -3.207
H -4.037 5.788 -2.549
H -7.032 7.488 -3.504
H -6.405 8.969 -2.829
H -6.961 7.597 -1.757
H -5.839 3.610 -0.076
H -4.514 3.713 -0.895
C 9.318 6.959 -4.826
C 8.196 6.786 -5.905
C 6.856 7.605 -5.720
O 6.253 7.076 -4.542
C 5.049 7.678 -4.109
N 8.918 7.179 -7.091
H 8.981 6.477 -3.909
H 9.414 8.035 -4.679
H 10.319 6.605 -5.072
H 7.917 5.750 -6.098
H 6.232 7.495 -6.608
H 7.212 8.590 -5.420
H 5.207 8.091 -3.113
H 4.389 6.811 -4.129
H 4.671 8.412 -4.820
H 8.266 7.311 -7.851
H 9.447 8.017 -6.899
C 8.888 -1.239 8.379
C 7.910 -0.222 8.904
C 6.545 -0.886 9.163
O 5.892 -1.023 7.893
C 4.589 -1.517 7.863
N 8.472 0.306 10.095
H 9.106 -2.089 9.025
H 9.861 -0.838 8.094
H 8.634 -1.600 7.382
H 7.756 0.669 8.294
H 5.818 -0.223 9.632
H 6.736 -1.841 9.652
H 4.542 -2.572 8.133
H 4.380 -1.365 6.805
H 3.858 -0.818 8.271
H 9.382 0.602 9.773
H 8.743 -0.447 10.711
C 9.803 -6.556 -6.989
C 9.482 -5.202 -7.510
C 8.669 -4.333 -6.520
O 7.280 -4.741 -6.550
C 6.434 -4.071 -5.627
N 10.770 -4.556 -7.831
H 10.594 -6.618 -6.242
H 10.057 -7.270 -7.773
H 8.849 -6.990 -6.690
H 8.890 -5.224 -8.425
H 8.671 -3.288 -6.831
H 8.982 -4.484 -5.487
H 6.629 -4.583 -4.684
H 5.382 -4.249 -5.851
H 6.742 -3.031 -5.517
H 11.342 -4.919 -8.580
H 10.679 -3.582 -8.085
C -3.143 -0.541 -7.660
C -3.305 -2.037 -7.954
C -2.010 -2.786 -7.858
O -2.085 -4.049 -8.549
C -0.914 -4.797 -8.614
N -4.266 -2.582 -7.053
H -4.013 -0.151 -8.188
H -2.342 -0.039 -8.203
H -3.148 -0.233 -6.614
H -3.662 -2.157 -8.977
H -1.548 -2.842 -6.872
H -1.261 -2.241 -8.433
H -0.867 -5.428 -7.727
H -0.028 -4.162 -8.617
H -0.964 -5.350 -9.552
H -5.147 -2.087 -7.057
H -4.016 -2.530 -6.076
C -8.935 -2.803 -0.215
C -10.167 -1.923 -0.747
C -10.732 -0.902 0.301
O -11.811 -0.101 -0.366
C -13.035 -0.687 -0.619
N -9.819 -1.064 -1.863
H -8.397 -3.371 -0.975
H -9.152 -3.566 0.532
H -8.167 -2.168 0.226
H -10.943 -2.612 -1.081
H -10.116 -0.025 0.497
H -11.013 -1.234 1.300
H -13.068 -1.485 -1.361
H -13.497 0.184 -1.086
H -13.643 -0.840 0.272
H -10.498 -0.321 -1.775
H -9.012 -0.598 -1.474



*2*
Below is 11 unconnected molecules or ions with the total composition C38H107N9O11, with properties calculated with ωB97M-V/def2-TZVPD.

Summary:
* HOMO energy: -0.3216 hartree
* LUMO energy: 0.5 eV
* HOMO-LUMO gap: 9.30 eV
* multiplicity: 1

Geometry (Å):
C -28.399 10.589 6.436
O -28.851 10.107 5.180
H -28.478 9.794 7.182
H -27.337 10.856 6.442
H -28.932 11.488 6.752
H -29.611 10.623 4.904
C -25.957 18.996 9.229
O -25.710 18.631 7.890
H -25.140 19.616 9.596
H -26.907 19.539 9.328
H -26.035 18.125 9.899
H -26.474 18.067 7.615
C -24.035 14.986 13.657
C -23.297 16.254 13.240
C -23.579 16.634 11.814
O -23.144 15.635 10.928
C -22.996 16.133 9.610
N -23.726 17.377 14.094
H -25.036 15.253 14.006
H -23.508 14.499 14.481
H -24.128 14.254 12.855
H -22.220 16.073 13.367
H -23.135 17.607 11.560
H -24.670 16.751 11.690
H -23.909 16.687 9.352
H -22.837 15.311 8.917
H -22.164 16.846 9.556
H -23.219 18.213 13.811
H -23.378 17.195 15.032
C -29.456 19.052 7.141
C -28.957 17.791 6.475
C -28.281 18.086 5.163
O -29.208 18.654 4.266
C -28.579 19.118 3.098
N -28.006 17.125 7.353
H -30.203 19.578 6.543
H -28.643 19.771 7.293
H -29.933 18.864 8.106
H -29.827 17.140 6.290
H -27.837 17.172 4.740
H -27.447 18.786 5.331
H -27.881 18.390 2.677
H -28.017 20.047 3.280
H -29.369 19.377 2.393
H -28.362 16.988 8.301
H -27.623 16.250 7.010
C -22.097 11.736 13.198
C -22.108 10.840 11.973
C -23.283 11.162 11.066
O -24.536 11.177 11.717
C -25.106 9.882 11.840
N -20.821 10.947 11.268
H -21.159 11.639 13.744
H -22.892 11.515 13.912
H -22.245 12.785 12.916
H -22.113 9.807 12.340
H -23.294 10.525 10.168
H -23.147 12.187 10.693
H -26.089 10.034 12.283
H -24.533 9.245 12.520
H -25.257 9.399 10.871
H -20.671 11.879 10.899
H -20.776 10.283 10.506
C -26.910 12.894 13.069
C -28.320 13.322 12.705
C -29.332 12.926 13.756
O -30.614 13.323 13.333
C -31.532 13.447 14.404
N -28.292 14.762 12.417
H -26.239 13.156 12.254
H -26.843 11.827 13.271
H -26.572 13.428 13.964
H -28.596 12.826 11.765
H -29.079 13.391 14.724
H -29.295 11.840 13.936
H -32.468 13.807 13.984
H -31.149 14.140 15.159
H -31.703 12.467 14.864
H -27.871 15.251 13.203
H -29.247 15.101 12.347
C -30.639 14.870 9.165
C -30.668 16.281 9.726
C -31.616 16.355 10.906
O -32.884 15.911 10.487
C -33.849 15.982 11.490
N -29.284 16.654 10.046
H -29.870 14.786 8.388
H -31.585 14.545 8.740
H -30.344 14.133 9.926
H -31.078 16.898 8.918
H -31.668 17.388 11.283
H -31.226 15.715 11.714
H -34.178 16.999 11.734
H -33.497 15.508 12.417
H -34.723 15.431 11.140
H -29.255 17.401 10.731
H -28.841 15.828 10.439
C -26.258 14.293 9.434
C -26.380 13.335 8.254
C -25.584 13.806 7.056
O -26.002 15.099 6.700
C -25.093 15.797 5.872
N -25.892 11.990 8.659
H -25.242 14.371 9.832
H -26.871 13.985 10.288
H -26.651 15.286 9.191
H -27.446 13.211 8.041
H -25.660 13.091 6.227
H -24.527 13.838 7.380
H -25.524 16.787 5.732
H -24.976 15.306 4.905
H -24.131 15.911 6.386
H -26.201 11.815 9.613
H -24.880 12.047 8.772
C -29.460 6.059 10.440
C -28.500 6.606 9.400
C -27.378 7.361 10.088
O -27.794 8.434 10.895
C -28.419 9.471 10.177
N -27.917 5.490 8.660
H -30.038 6.824 10.961
H -28.957 5.496 11.230
H -30.162 5.363 9.969
H -29.045 7.291 8.740
H -26.619 7.686 9.354
H -26.857 6.660 10.745
H -28.518 10.369 10.785
H -29.373 9.172 9.738
H -27.774 9.778 9.335
H -28.630 4.964 8.173
H -27.240 5.809 7.978
C -18.179 19.075 5.548
C -18.951 18.597 4.334
C -20.445 18.864 4.543
O -21.029 18.158 5.607
C -21.192 16.765 5.436
N -18.456 19.309 3.153
H -18.483 18.541 6.447
H -18.332 20.148 5.698
H -17.107 18.924 5.405
H -18.733 17.533 4.207
H -21.013 18.716 3.611
H -20.508 19.918 4.830
H -21.898 16.520 4.630
H -21.562 16.341 6.366
H -20.214 16.331 5.200
H -19.151 19.279 2.410
H -18.387 20.299 3.376
C -25.838 15.783 2.329
C -25.307 17.013 1.584
C -24.369 17.761 2.532
O -25.098 18.243 3.612
C -24.303 19.027 4.516
N -24.590 16.533 0.392
H -26.510 16.075 3.130
H -24.992 15.168 2.634
H -26.437 15.205 1.616
H -26.154 17.636 1.298
H -23.893 18.583 1.962
H -23.540 17.080 2.788
H -23.909 19.893 3.982
H -23.543 18.378 4.955
H -24.993 19.337 5.300
H -23.857 17.172 0.107
H -24.140 15.651 0.611



Which is the most stable structure? *2* is the most stable.



*1*
Below is 2 unconnected molecules or ions with the total composition C4H5N3OS, with properties calculated with ωB97M-V/def2-TZVPD.

Summary:
* HOMO energy: -0.3430 hartree
* LUMO energy: -1.2 eV
* HOMO-LUMO gap: 8.17 eV
* multiplicity: 1

Geometry (Å):
C 0.758 -2.187 -1.113
C -0.923 -0.409 0.055
C 1.131 -1.376 0.937
C 1.759 -1.518 2.108
N 0.546 -1.917 -2.215
N 0.237 -0.366 0.594
N -1.221 2.772 -1.548
O -1.494 0.681 -0.287
S -1.022 2.240 0.015
H -1.612 -1.365 -0.195
H 1.902 -0.694 2.782
H 2.239 -2.358 2.451
H -0.379 3.001 -1.937
H -1.921 3.496 -1.647



*2*
Below is a single C4H5N3OS molecule, with properties calculated with ωB97M-V/def2-TZVPD.

Summary:
* HOMO energy: -0.3007 hartree
* LUMO energy: -0.8 eV
* HOMO-LUMO gap: 7.36 eV
* multiplicity: 1

Geometry (Å):
C 1.157 0.543 0.124
C 1.049 -0.795 0.134
C 0.180 1.536 -0.065
C -1.101 1.280 -0.281
N -2.284 -0.232 1.041
N 2.334 -1.108 -0.277
N -0.747 -1.626 -0.525
O 2.589 0.350 -0.089
S -1.819 -0.371 -0.390
H 0.485 2.630 0.176
H -1.810 2.098 -0.271
H -2.835 -0.965 1.474
H 3.027 -1.606 0.397
H -0.225 -1.732 -1.449



*3*
Below is 2 unconnected molecules or ions with the total composition C4H5N3OS, with properties calculated with ωB97M-V/def2-TZVPD.

Summary:
* HOMO energy: -0.3314 hartree
* LUMO energy: 0.4 eV
* HOMO-LUMO gap: 9.46 eV
* multiplicity: 1

Geometry (Å):
C 0.761 -0.079 2.517
C 0.973 -1.415 2.504
C 0.261 -0.398 0.417
C -0.930 1.206 -2.442
N 0.364 0.478 1.338
N -0.670 2.219 -1.845
N -1.041 0.367 -3.308
O -0.133 -0.214 -0.821
S 0.664 -2.059 0.936
H 0.885 0.562 3.369
H 1.286 -2.063 3.295
H -0.481 2.318 -0.865
H -0.034 -1.006 -1.367
H -1.906 0.084 -3.727



Which is the most stable structure? *3* is the most stable.



*1*
Below is a single C2H4S3 molecule, with properties calculated with ωB97M-V/def2-TZVPD.

Summary:
* HOMO energy: -0.3045 hartree
* LUMO energy: 0.1 eV
* HOMO-LUMO gap: 8.43 eV
* multiplicity: 1

Geometry (Å):
C -0.585 -0.187 0.187
C 0.586 0.229 -0.595
S -1.925 -0.985 -0.618
S -2.066 1.000 -0.155
S -0.057 -0.759 1.832
H 1.237 -0.579 -0.687
H 1.105 1.095 -0.053
H 0.462 0.642 -1.555
H 1.243 -0.457 1.644



*2*
Below is 2 unconnected molecules or ions with the total composition C2H4S3, with properties calculated with ωB97M-V/def2-TZVPD.

Summary:
* HOMO energy: -0.3104 hartree
* LUMO energy: 0.0 eV
* HOMO-LUMO gap: 8.47 eV
* multiplicity: 1

Geometry (Å):
C 0.200 -1.733 0.936
C 1.154 -0.847 0.970
S -0.359 1.955 -0.482
S -1.021 -2.678 1.110
S -0.972 0.677 -1.868
H 2.048 -0.920 1.571
H 0.064 2.997 -1.319
H 1.023 0.146 0.327
H -2.139 0.403 -1.245



*3*
Below is a single C2H4S3 molecule, with properties calculated with ωB97M-V/def2-TZVPD.

Summary:
* HOMO energy (alpha / beta): -0.2772 / -0.3070 hartree
* LUMO energy (alpha / beta): -0.2 / -0.2 eV
* HOMO-LUMO gap (alpha / beta): 7.29 / 8.12 eV
* multiplicity: 1

Geometry (Å):
C -1.516 0.425 0.479
C 0.609 0.194 -0.534
S -0.936 0.905 -1.066
S 1.669 1.107 0.510
S 0.921 -1.519 -0.673
H -1.840 -0.588 0.625
H -1.383 1.087 1.313
H 2.199 0.075 1.176
H 0.277 -1.687 -1.830



Which is the most stable structure? *1* is the most stable.